No. 1
ORCA calculation (ωB97M-V with the def2-TZVPD basis set) on 2 unconnected molecules or ions with the total composition C9H12ClNSi in a non-equilibrium geometry.

Results
- lowest unoccupied orbital energy (alpha / beta) (eV) = -0.22 / -0.29

The geometry in XYZ format:
```
24
Properties=species:S:1:pos:R:3:mulliken_charge:R:1
C -3.85 -1.47 -0.06 -0.1413
C -3.30 -0.38 -0.69 -0.5349
C -3.12 -2.44 0.60 -0.7081
C -1.92 -0.18 -0.66 0.1179
C -1.77 -2.22 0.64 -0.3879
C -1.16 -1.03 0.05 -0.0622
C 1.94 -0.38 2.73 -0.8328
C 2.23 0.33 1.66 0.0660
C 2.13 2.03 -1.21 -0.6547
N 2.69 0.71 -1.11 -0.1559
Si 2.15 -0.51 0.00 0.3613
Cl 3.12 -2.21 -0.40 -0.2568
H -4.95 -1.67 -0.20 0.2223
H -4.01 0.26 -1.33 0.2491
H -3.62 -3.27 1.04 0.4010
H -1.54 0.77 -1.23 0.1545
H -1.19 -2.99 0.99 0.4528
H 1.88 0.02 3.63 0.3092
H 1.79 -1.42 2.74 0.2281
H 2.37 1.46 1.64 0.2350
H 1.25 1.94 -1.88 0.2349
H 1.96 2.31 -0.24 0.2092
H 2.95 2.74 -1.64 0.2824
H 3.15 0.35 -1.89 0.2107
```


No. 2
ORCA calculation (ωB97M-V with the def2-TZVPD basis set) on 2 unconnected molecules or ions with the total composition C8H9BrO in a non-equilibrium geometry.

Results
- lowest unoccupied orbital energy (alpha / beta) (eV) = 0.40 / 0.34

The geometry in XYZ format:
```
19
Properties=species:S:1:pos:R:3:mulliken_charge:R:1
C -2.89 1.07 0.78 -0.5243
C -2.31 1.36 -0.45 -0.2618
C -2.16 0.27 1.69 -0.1839
C -1.08 0.81 -0.87 -0.4716
C -0.94 -0.24 1.35 -0.3552
C -0.51 0.06 0.11 0.4285
C 2.43 -1.91 -0.91 -1.1181
C 2.19 -0.51 -0.39 0.4134
O 2.53 0.39 -1.36 -0.4720
Br 2.74 -0.08 1.48 -0.1749
H -3.84 1.41 1.10 0.4095
H -2.83 2.00 -1.12 0.3259
H -2.71 0.22 2.69 0.2128
H -0.72 1.26 -1.88 0.2666
H -0.14 -0.69 2.06 0.1758
H 3.34 -2.25 -0.53 0.3795
H 1.71 -2.68 -0.69 0.2733
H 2.52 -1.78 -2.01 0.3106
H 2.67 1.27 -1.03 0.3660
```


No. 3
ORCA calculation (ωB97M-V with the def2-TZVPD basis set) on a molecular structure, C45H56FeN10OPSe in a non-equilibrium geometry.

Results
- net charge = +2
- multiplicity = 6
- lowest unoccupied orbital energy (alpha / beta) (eV) = -4.95 / -6.16

The geometry in XYZ format:
```
115
Properties=species:S:1:pos:R:3:mulliken_charge:R:1
Fe -0.02 -0.25 -0.16 3.5317
N 0.08 -0.35 4.34 0.3068
C -0.49 -1.59 4.31 -1.4076
C -0.64 -1.90 2.99 -0.6300
N -0.18 -0.89 2.22 0.9170
C 0.25 0.05 3.05 -0.9994
C 0.79 1.28 2.57 -1.3210
N 0.89 1.53 1.27 1.3224
C 1.41 2.78 1.16 -0.4504
C 1.64 3.30 2.40 -1.6821
N 1.24 2.34 3.29 0.4250
H 0.32 0.15 5.18 0.1771
H -0.74 -2.13 5.20 0.6104
H -1.05 -2.79 2.55 0.5156
H 1.59 3.22 0.20 0.5435
H 2.04 4.24 2.71 0.5275
H 1.30 2.43 4.29 0.1865
Se 2.32 5.21 -5.71 0.3663
N 0.83 4.99 -4.81 -0.8844
C 0.92 3.89 -4.08 0.9384
C -0.11 3.40 -3.21 0.6802
C -1.35 4.03 -3.11 -0.6715
C -2.28 3.50 -2.25 -1.2366
C -1.93 2.38 -1.49 -0.4469
N -0.76 1.77 -1.57 0.6816
C 0.15 2.25 -2.43 -1.2796
C 1.41 1.55 -2.56 -0.4349
N 1.60 0.45 -1.82 0.6521
C 2.74 -0.21 -1.92 -0.9719
C 3.77 0.17 -2.78 -1.4736
C 3.60 1.29 -3.56 -0.8519
C 2.41 2.00 -3.46 0.7962
C 2.16 3.20 -4.21 0.7722
N 3.02 3.76 -5.04 -0.8733
H -1.56 4.90 -3.71 0.5654
H -3.27 3.92 -2.15 0.5577
H -2.64 1.97 -0.79 0.2656
H 2.83 -1.08 -1.28 0.9682
H 4.69 -0.41 -2.84 0.5966
H 4.36 1.64 -4.24 0.5610
O 0.71 -2.47 -0.48 -0.7054
C 0.62 -3.58 -0.99 -1.0282
C 1.22 -3.93 -2.33 0.0300
C 2.22 -5.09 -2.07 -1.0532
C 2.83 -5.11 -0.66 0.2774
C 2.00 -5.85 0.41 -1.0053
C 0.75 -5.07 0.86 0.0444
N 0.06 -4.64 -0.34 0.4773
H 1.73 -3.06 -2.73 0.2600
H 0.46 -4.24 -3.05 0.2039
H 3.02 -5.00 -2.80 0.4572
H 1.74 -6.05 -2.26 0.3793
H 3.03 -4.09 -0.33 -0.3782
H 3.79 -5.63 -0.72 0.4018
H 2.63 -6.04 1.28 0.4359
H 1.69 -6.82 0.02 0.3915
H 1.02 -4.18 1.43 -0.2400
H 0.10 -5.70 1.46 0.4360
H -0.11 -5.44 -0.94 0.4376
C 3.24 -2.46 2.46 -1.2453
P 3.24 -0.83 1.58 1.2793
C 3.82 0.21 3.00 -1.3753
C 4.90 -0.98 0.76 -1.4748
H 4.10 -2.57 3.12 0.5604
H 3.27 -3.26 1.72 0.1577
H 2.32 -2.56 3.04 0.1833
H 4.78 -0.15 3.38 0.5414
H 3.10 0.19 3.81 0.3007
H 3.94 1.24 2.67 0.3081
H 5.65 -1.32 1.47 0.5139
H 5.19 -0.01 0.37 0.4157
H 4.86 -1.68 -0.07 0.3177
C -2.35 2.46 3.53 -1.6595
C -3.08 1.45 2.69 0.5776
C -4.34 1.00 3.08 -0.7604
C -5.04 0.06 2.32 -0.2018
C -6.40 -0.41 2.73 -1.7602
C -4.46 -0.45 1.17 -0.4803
C -3.16 -0.05 0.75 -0.5577
C -2.51 0.94 1.55 0.4761
N -2.46 -0.51 -0.29 1.2012
C -2.97 -1.32 -1.36 0.5384
C -1.86 -1.45 -2.42 -0.8492
C -2.29 -2.35 -3.57 0.4168
C -3.50 -1.72 -4.26 -1.7824
C -4.63 -1.58 -3.23 0.3598
C -5.01 -2.96 -2.71 -1.4170
C -3.79 -3.60 -2.04 0.2108
C -2.66 -3.74 -3.06 -0.9564
C -3.33 -2.75 -0.87 -0.7372
C -4.19 -0.68 -2.07 -1.1279
H -3.05 3.12 4.02 0.5881
H -1.66 3.04 2.92 0.2193
H -1.78 1.95 4.30 0.1935
H -4.80 1.41 3.97 0.4751
H -6.66 -0.03 3.71 0.4359
H -6.43 -1.50 2.76 0.3697
H -7.14 -0.08 2.01 0.3338
H -5.02 -1.17 0.61 0.7830
H -1.56 1.31 1.19 0.1205
H -0.97 -1.85 -1.93 -0.8376
H -1.62 -0.45 -2.80 0.1996
H -1.46 -2.43 -4.29 0.5350
H -3.83 -2.35 -5.09 0.5412
H -3.23 -0.74 -4.67 0.5392
H -5.50 -1.12 -3.71 0.2741
H -5.35 -3.58 -3.53 0.5439
H -5.83 -2.88 -1.99 0.5371
H -4.06 -4.59 -1.66 0.4241
H -2.98 -4.37 -3.89 0.7350
H -1.80 -4.22 -2.59 -0.2329
H -2.43 -3.17 -0.40 -0.2062
H -4.11 -2.71 -0.12 0.8242
H -5.02 -0.53 -1.39 0.6766
H -3.89 0.30 -2.45 0.2827
```


No. 4
ORCA calculation (ωB97M-V with the def2-TZVPD basis set) on 3 unconnected molecules or ions with the total composition C5H17NO2 in a non-equilibrium geometry.

Results
- lowest unoccupied orbital energy (eV) = 0.62
- structure (SMILES) = CNCC(C)C.O.O

The geometry in XYZ format:
```
25
Properties=species:S:1:pos:R:3:mulliken_charge:R:1
C -1.72 2.39 -0.06 -0.8413
N -0.60 1.54 -0.45 -0.3066
C -0.88 0.21 -0.90 -1.0622
C -1.06 -0.86 0.22 1.2293
C -0.86 -2.24 -0.35 -1.5949
C -2.40 -0.75 0.94 -1.6517
H -2.63 1.83 0.04 0.2604
H -1.52 2.88 0.88 0.3180
H -1.99 3.11 -0.84 0.2691
H 0.09 1.49 0.29 0.2783
H -1.71 0.23 -1.61 0.3906
H -0.05 -0.12 -1.50 0.3596
H -0.28 -0.53 0.92 0.0899
H -1.61 -2.56 -1.09 0.3489
H 0.14 -2.42 -0.72 0.3571
H -1.08 -3.01 0.40 0.4101
H -2.51 0.12 1.58 0.3705
H -3.29 -0.74 0.31 0.3626
H -2.57 -1.63 1.56 0.4089
O 3.18 -1.70 0.14 -0.6308
H 3.80 -2.20 -0.39 0.2995
H 3.38 -0.77 0.19 0.3273
O 5.10 1.68 0.24 -0.6205
H 5.18 2.62 0.44 0.3142
H 5.91 1.45 -0.22 0.3138
```


No. 5
ORCA calculation (ωB97M-V with the def2-TZVPD basis set) on a molecular structure, AgCl.

Results
- lowest unoccupied orbital energy (eV) = -4.15

The geometry in XYZ format:
```
2
Properties=species:S:1:pos:R:3:mulliken_charge:R:1
Ag -1.75 0.73 1.61 0.7102
Cl 1.75 -0.73 -1.61 -0.7102
```


No. 6
ORCA calculation (ωB97M-V with the def2-TZVPD basis set) on a molecular structure, C38H29IN2PPdS3Te.

Results
- net charge = +1
- multiplicity = 3
- lowest unoccupied orbital energy (alpha / beta) (eV) = -2.43 / -5.33

The geometry in XYZ format:
```
76
Properties=species:S:1:pos:R:3:mulliken_charge:R:1
Pd 0.04 0.67 0.42 -0.1251
I -1.71 0.34 3.02 0.2670
C -1.15 -1.64 3.41 -0.1209
C -0.78 -1.84 4.71 -0.8169
C -0.59 -3.14 5.21 -0.8697
C -0.84 -4.20 4.40 -0.8157
C -1.23 -4.02 3.05 0.8260
C -1.55 -5.16 2.28 -0.7182
C -1.94 -5.05 0.98 -1.2311
C -1.91 -3.78 0.38 -0.0550
C -1.57 -2.63 1.06 0.7298
P -1.25 -1.19 -0.02 0.5455
C -2.85 -0.44 -0.43 1.0774
C -4.01 -0.75 0.26 -0.6049
C -5.19 -0.06 0.01 -0.7338
C -5.21 0.96 -0.94 -0.5995
C -4.05 1.28 -1.64 -0.9108
C -2.88 0.58 -1.39 -0.6615
C -0.63 -1.92 -1.57 0.6518
C -1.44 -2.12 -2.69 0.0458
C -0.90 -2.69 -3.83 -0.7667
C 0.44 -3.07 -3.86 -0.5242
C 1.24 -2.87 -2.75 -0.8125
C 0.71 -2.29 -1.61 -0.6686
C -1.31 -2.71 2.48 0.6217
H -0.68 -1.00 5.38 0.4262
H -0.29 -3.28 6.24 0.4057
H -0.77 -5.22 4.78 0.3884
H -1.49 -6.13 2.76 0.4033
H -2.22 -5.91 0.40 0.4241
H -2.11 -3.72 -0.68 0.4724
H -4.00 -1.54 1.01 0.3520
H -6.09 -0.30 0.55 0.4493
H -6.12 1.50 -1.13 0.4342
H -4.07 2.07 -2.38 0.4575
H -1.97 0.83 -1.93 0.4271
H -2.48 -1.83 -2.67 0.4499
H -1.53 -2.85 -4.70 0.4406
H 0.86 -3.51 -4.76 0.4113
H 2.29 -3.16 -2.77 0.4611
H 1.33 -2.14 -0.73 0.5376
C -1.90 3.50 0.71 -0.6366
Te -0.01 3.26 -0.28 0.0889
C -1.04 3.79 -2.06 -1.2701
C -2.37 4.35 -1.61 0.5131
C -3.20 5.00 -2.52 -0.7079
C -4.42 5.50 -2.13 -0.5689
C -4.83 5.37 -0.80 -0.6285
C -4.01 4.75 0.12 -0.7024
C -2.77 4.24 -0.28 0.6034
H -1.76 4.02 1.65 0.7072
H -2.31 2.50 0.89 -0.0712
H -1.15 2.92 -2.71 0.4038
H -0.44 4.53 -2.57 0.6762
H -2.87 5.11 -3.55 0.4491
H -5.06 6.00 -2.85 0.4342
H -5.79 5.77 -0.49 0.4311
H -4.32 4.66 1.15 0.4663
S 5.29 0.61 -2.74 -0.2553
C 4.65 0.55 -1.25 -0.0288
S 2.93 0.50 -0.99 0.1865
C 3.17 0.29 0.70 0.2671
N 4.46 0.30 1.05 -0.7623
N 5.26 0.45 0.02 0.7204
C 6.68 0.50 0.34 0.9310
C 7.61 1.02 -0.54 -0.4754
C 8.95 1.05 -0.16 -0.7042
C 9.35 0.56 1.07 -0.4711
C 8.40 0.04 1.94 -0.5645
C 7.06 0.01 1.59 -0.3326
S 1.93 0.08 1.80 -0.1553
H 7.32 1.42 -1.49 0.2241
H 9.67 1.46 -0.85 0.3740
H 10.39 0.58 1.35 0.3934
H 8.70 -0.34 2.91 0.3655
H 6.33 -0.39 2.27 0.4297
```


No. 7
ORCA calculation (ωB97M-V with the def2-TZVPD basis set) on a molecular structure, C3H6N3S3 in a non-equilibrium geometry.

Results
- net charge = +1
- lowest unoccupied orbital energy (alpha / beta) (eV) = -5.18 / -5.18

The geometry in XYZ format:
```
15
Properties=species:S:1:pos:R:3:mulliken_charge:R:1
C 1.47 0.30 0.62 0.0304
C 1.31 -0.59 -1.60 0.0885
C -0.65 -0.50 -0.13 0.0154
N 2.01 0.06 -0.56 -0.0694
N -0.02 -0.80 -1.32 -0.1624
N 0.22 -0.01 0.87 0.0223
S 2.05 -1.07 -2.95 -0.2431
S -1.95 1.55 -0.23 -0.1671
S -1.87 -1.71 0.34 -0.1496
H 2.07 0.76 1.40 0.4399
H 2.99 0.27 -0.76 0.2744
H -0.55 -1.29 -2.03 0.2684
H -0.20 0.22 1.77 0.2935
H -2.11 1.59 -1.54 0.1593
H -2.61 -0.91 1.10 0.1995
```


No. 8
ORCA calculation (ωB97M-V with the def2-TZVPD basis set) on a single C5H6N2 molecule in a non-equilibrium geometry.

Results
- lowest unoccupied orbital energy (eV) = 0.73
- structure (SMILES) = N#C[C@H]1CCC=N1

The geometry in XYZ format:
```
13
Properties=species:S:1:pos:R:3:mulliken_charge:R:1
N -1.25 1.67 2.22 -0.4573
C -0.80 0.73 1.73 0.0750
C -0.23 -0.42 1.07 0.3835
C -0.68 -0.55 -0.36 -0.8326
C 0.44 0.34 -1.22 -0.5631
C 1.45 -0.11 -0.29 -0.0744
N 1.23 -0.31 0.95 -0.5781
H -0.48 -1.29 1.68 0.2784
H -1.60 -0.06 -0.59 0.3938
H -0.79 -1.62 -0.59 0.3237
H 0.45 -0.06 -2.22 0.3105
H 0.32 1.43 -1.24 0.3066
H 2.45 -0.19 -0.66 0.4340
```